# 1
# C29H46CuN2O2SSi3Te

C29H46CuN2O2SSi3Te as an isolated structure at a distorted geometry (ωB97M-V/def2-TZVPD, the Open Molecules 2025 dataset).

```
! RIJCOSX wB97M-V def2-TZVPD def2/J DEFGRID3
* xyz 0 2
Cu 2.795 -0.719 0.282
O 1.159 -1.783 0.827
N 1.335 -2.586 1.834
C 0.280 -3.213 2.402
C 0.432 -4.148 3.410
C 1.715 -4.354 3.942
C 2.805 -3.656 3.466
C 2.619 -2.764 2.330
S 3.986 -2.084 1.608
H -0.664 -2.947 1.955
H -0.452 -4.547 3.916
H 1.849 -5.003 4.835
H 3.784 -3.814 3.853
C -0.208 2.532 -2.984
N 0.944 1.677 -2.793
C 2.023 1.652 -3.795
C 1.190 1.102 -1.582
C 0.223 1.270 -0.516
O 2.191 0.422 -1.433
H -0.647 2.338 -3.963
H 0.088 3.618 -2.939
H -1.014 2.316 -2.258
H 2.089 0.671 -4.217
H 2.906 1.939 -3.272
H 1.706 2.379 -4.532
H -0.722 0.773 -0.839
H -0.031 2.267 -0.169
H 0.625 0.638 0.367
C -2.360 -0.172 -4.900
Si -2.156 -1.969 -4.616
C -3.182 -2.996 -5.859
C -0.348 -2.471 -4.888
C -2.664 -2.513 -2.906
Te -1.466 -1.851 -1.256
C -3.045 -2.037 0.231
Si -3.484 -0.412 1.149
C -3.666 0.948 -0.146
C -2.022 -0.114 2.313
C -5.098 -0.598 2.101
H -1.823 0.096 -5.889
H -1.907 0.367 -4.051
H -3.370 0.167 -5.145
H -3.073 -2.525 -6.877
H -4.228 -3.076 -5.689
H -2.741 -3.940 -5.923
H -0.043 -2.360 -5.930
H -0.297 -3.511 -4.599
H 0.246 -1.895 -4.167
H -2.673 -3.589 -2.794
H -3.696 -2.103 -2.729
H -2.753 -2.828 0.983
H -3.892 -2.517 -0.333
H -2.792 0.897 -0.805
H -3.717 1.944 0.333
H -4.630 0.835 -0.741
H -1.149 0.179 1.776
H -1.841 -0.993 2.962
H -2.169 0.727 2.958
H -5.902 -0.251 1.361
H -5.218 0.082 2.990
H -5.293 -1.603 2.338
C 1.772 4.973 -0.555
C 1.253 4.643 0.690
C 1.809 3.580 1.365
C 2.873 2.822 0.818
C 3.356 3.178 -0.426
C 2.806 4.252 -1.120
Si 3.411 1.151 1.644
C 2.816 0.961 3.442
C 3.653 1.340 4.467
C 3.340 1.266 5.784
C 2.132 0.680 6.149
C 1.223 0.274 5.145
C 1.612 0.413 3.828
H 1.372 5.842 -1.100
H 0.469 5.250 1.162
H 1.399 3.347 2.343
H 4.191 2.670 -0.835
H 3.231 4.526 -2.027
H 4.924 1.219 1.726
H 4.628 1.739 4.262
H 4.012 1.552 6.574
H 1.925 0.558 7.230
H 0.292 -0.192 5.436
H 0.948 0.062 3.013
*
```

Values from the calculation:
Energy above the lowest of the compared OMol25 structures with the same formula, charge and spin: 0.000 eV
Molar mass: 762.2 g/mol
E_tot: -124295.42351 eV

Mulliken atomic charge list, values in e, 2 entries:
1. Cu -0.11
2. O -0.21

# 2
# C29H46F2O10Si

A 3-piece molecular cluster, C29H46F2O10Si overall (ωB97M-V/def2-TZVPD, the Open Molecules 2025 dataset).

```
! RIJCOSX wB97M-V def2-TZVPD def2/J DEFGRID3
* xyz 0 1
C -7.961 -2.033 -6.343
Si -6.320 -2.053 -5.431
C -4.937 -2.747 -6.488
C -6.507 -3.176 -3.936
C -7.632 -2.813 -2.938
C -7.231 -2.778 -1.453
C -5.879 -2.156 -1.129
C -5.660 -1.952 0.372
C -4.171 -1.856 0.754
C -3.869 -0.710 1.727
C -2.512 -0.842 2.425
C -1.373 -1.110 1.462
O -0.140 -1.030 2.168
C 0.902 -0.427 1.429
C 2.185 -0.636 2.218
O 3.331 -0.345 1.450
C 3.990 0.864 1.782
C 3.139 2.126 1.649
C 4.055 3.336 1.574
O 4.598 3.438 0.248
C 5.935 3.465 0.145
O 6.512 3.226 -0.873
C -5.891 -0.264 -4.999
C -5.081 0.464 -5.876
C -4.764 1.796 -5.641
C -5.253 2.442 -4.514
C -6.053 1.740 -3.624
C -6.368 0.412 -3.869
H -8.702 -1.522 -5.724
H -8.317 -3.055 -6.485
H -7.887 -1.528 -7.305
H -4.011 -2.760 -5.910
H -4.757 -2.147 -7.380
H -5.167 -3.764 -6.806
H -5.537 -3.279 -3.450
H -6.724 -4.161 -4.362
H -8.420 -3.561 -3.036
H -8.099 -1.862 -3.201
H -7.276 -3.781 -1.020
H -7.999 -2.198 -0.928
H -5.736 -1.210 -1.655
H -5.084 -2.818 -1.485
H -6.187 -1.060 0.716
H -6.099 -2.812 0.884
H -3.838 -2.795 1.200
H -3.600 -1.677 -0.160
H -3.856 0.225 1.157
H -4.655 -0.636 2.479
H -2.568 -1.665 3.141
H -2.271 0.079 2.957
H -1.391 -0.381 0.642
H -1.443 -2.108 1.018
H 0.687 0.644 1.321
H 1.013 -0.872 0.435
H 2.212 -1.686 2.519
H 2.145 -0.039 3.134
H 4.804 0.944 1.063
H 4.402 0.799 2.792
H 2.487 2.249 2.516
H 2.534 2.055 0.744
H 4.871 3.206 2.289
H 3.526 4.257 1.816
H 6.463 3.723 1.076
H -4.678 -0.001 -6.767
H -4.131 2.330 -6.338
H -5.016 3.482 -4.337
H -6.433 2.239 -2.742
H -7.005 -0.098 -3.160
C 8.253 -1.476 2.537
C 9.266 -0.728 3.381
O 8.878 0.623 3.190
C 7.548 0.640 2.892
O 6.867 1.608 2.900
O 7.120 -0.604 2.599
F 10.534 -0.894 2.944
H 8.595 -1.557 1.504
H 7.998 -2.458 2.922
H 9.230 -0.960 4.447
C 10.355 3.573 4.738
C 9.128 3.934 5.549
O 9.481 3.489 6.845
C 10.842 3.510 6.946
O 11.445 3.418 7.957
O 11.393 3.660 5.718
F 8.024 3.275 5.132
H 10.281 2.551 4.366
H 10.552 4.252 3.913
H 8.907 5.002 5.586
*
```

Values from the calculation:
Energy above the lowest of the compared OMol25 structures with the same formula, charge and spin: 0.000 eV
Molar mass: 620.8 g/mol
Structure (SMILES): C[Si](C)(CCCCCCCCCOCCOCCCOC=O)c1ccccc1.O=C1OC[C@@H](F)O1.O=C1OC[C@@H](F)O1
E_tot: -64606.96389 eV

Mulliken atomic charge list, values in e, 2 entries:
1. C -1.13
2. Si -0.11

# 3
# C29H47Cl2FFeN3O4Si

C29H47Cl2FFeN3O4Si as an isolated structure at a distorted geometry (ωB97M-V/def2-TZVPD, the Open Molecules 2025 dataset).

```
! RIJCOSX wB97M-V def2-TZVPD def2/J DEFGRID3
* xyz 0 6
C -1.141 0.048 -6.095
C -0.915 -0.977 -5.024
H -0.789 -0.280 -7.081
H -0.625 0.982 -5.826
H -2.207 0.290 -6.199
C -0.420 -2.196 -5.294
C -0.150 -2.718 -6.675
H -0.250 -2.926 -4.500
H 0.563 -2.110 -7.253
H -1.074 -2.792 -7.272
H 0.264 -3.731 -6.569
Fe -0.160 0.368 1.916
Cl 0.188 1.991 -0.860
C -0.802 -2.152 3.461
O -0.393 -0.952 3.483
N -0.068 -3.183 3.025
C 1.376 -3.116 2.803
C -0.676 -4.501 2.912
H -1.814 -2.413 3.853
H 1.744 -2.124 3.065
H 1.594 -3.322 1.752
H 1.859 -3.887 3.413
H -1.742 -4.403 3.132
H -0.207 -5.182 3.634
H -0.531 -4.894 1.903
H 1.494 3.727 5.306
H -0.946 5.201 5.308
C 1.470 4.048 4.253
C -0.677 5.316 4.246
N 0.097 4.169 3.770
H 2.023 3.326 3.643
C -0.480 3.170 3.116
O 0.175 2.137 2.767
H -1.593 5.379 3.642
H -1.557 3.313 2.890
H 1.933 5.040 4.196
H -0.063 6.221 4.136
H 1.807 0.391 -3.199
H 2.450 -1.945 -4.036
C 2.821 0.354 -2.783
C 3.243 -2.032 -3.273
N 3.070 -0.981 -2.270
H 2.896 1.076 -1.972
C 3.602 -1.199 -1.016
O 3.772 -0.339 -0.155
H 3.167 -3.014 -2.772
H 3.845 -2.286 -0.852
H 3.533 0.576 -3.590
H 4.234 -1.952 -3.766
O -0.794 0.556 -3.124
C -1.402 -0.569 -3.628
C -0.246 -2.257 -2.197
C -1.439 -1.691 -2.576
H 0.664 -1.840 -2.620
C -0.216 -3.365 -1.348
H -2.478 -0.370 -3.841
C -2.622 -2.115 -1.968
H 0.741 -3.839 -1.136
C -1.404 -3.863 -0.829
C -2.610 -3.189 -1.073
H -3.565 -1.612 -2.197
H -1.404 -4.777 -0.232
H -3.537 -3.504 -0.582
Si -0.727 3.105 -2.387
Cl 0.643 -0.871 0.387
C 0.644 3.349 -3.657
C -1.223 4.652 -1.356
C -2.346 2.641 -3.150
H 1.448 2.618 -3.518
H 1.074 4.348 -3.530
H 0.279 3.264 -4.688
H -2.075 1.632 -3.525
H -2.596 3.259 -4.024
H -3.190 2.562 -2.450
H -1.642 4.303 -0.397
H -1.999 5.287 -1.805
H -0.380 5.316 -1.127
F -6.262 0.137 0.769
C -4.910 0.175 1.041
C -4.489 0.248 2.364
C -3.098 0.299 2.627
C -2.240 0.329 1.560
C -2.650 0.278 0.252
C -4.024 0.166 -0.035
H -5.213 0.289 3.174
H -2.738 0.329 3.655
H -1.927 0.312 -0.559
H -4.380 0.118 -1.063
*
```

Values from the calculation:
Energy above the lowest of the compared OMol25 structures with the same formula, charge and spin: 3.920 eV
Molar mass: 675.5 g/mol
E_tot: -113522.18543 eV

Mulliken atomic charge list, values in e, 2 entries:
1. C -1.35
2. C 0.73

# 4
# C29H47ClF3NNbO5S2

C29H47ClF3NNbO5S2 as an isolated structure at a distorted geometry (ωB97M-V/def2-TZVPD, the Open Molecules 2025 dataset).

```
! RIJCOSX wB97M-V def2-TZVPD def2/J DEFGRID3
* xyz -1 1
C 0.451 2.545 1.237
C -0.087 2.077 0.111
C -1.417 1.391 -0.004
Nb -1.423 -0.777 0.670
C 0.609 -0.757 1.583
C 0.753 -0.411 3.086
C 0.153 -1.429 4.047
Cl 1.396 -2.658 4.559
C -0.444 -1.509 -1.273
C -0.737 -0.665 -2.547
C 0.353 0.380 -2.886
S 0.793 0.255 -4.678
C 2.578 0.010 -4.768
S 3.516 1.269 -5.171
N 3.181 -1.261 -4.568
C 2.579 -2.026 -3.455
C 1.715 -3.183 -3.931
O 2.566 -4.104 -4.590
C 3.214 -3.517 -5.715
C 3.039 -1.998 -5.850
C -2.498 -0.070 2.583
O -2.053 1.198 3.101
C -2.943 1.748 4.028
C -2.817 3.293 4.042
O -2.366 3.801 2.815
C -2.077 5.178 2.878
C -0.908 5.499 1.975
O -0.733 6.899 1.846
C 0.287 7.192 0.923
C 1.699 7.033 1.519
C -1.879 -2.975 1.108
O -0.795 -3.730 1.683
C 0.022 -4.385 0.820
C -0.365 -4.996 -0.357
C 0.566 -5.593 -1.160
C 1.892 -5.620 -0.841
C 2.288 -5.055 0.354
C 1.353 -4.460 1.155
C -3.569 -0.846 -0.319
F -4.516 -1.465 0.464
F -3.605 -1.606 -1.478
F -4.088 0.351 -0.697
H -0.137 2.658 2.142
H 1.499 2.831 1.269
H 0.526 2.177 -0.783
H -1.744 1.499 -1.048
H -2.141 1.993 0.561
H 1.347 -0.152 1.050
H 1.011 -1.781 1.485
H 0.488 0.618 3.331
H 1.832 -0.452 3.290
H -0.660 -2.015 3.629
H -0.195 -0.966 4.969
H 0.642 -1.505 -1.120
H -0.821 -2.511 -1.479
H -1.706 -0.162 -2.545
H -0.784 -1.355 -3.395
H -0.067 1.379 -2.785
H 1.235 0.319 -2.252
H 2.014 -1.421 -2.751
H 3.402 -2.469 -2.887
H 0.887 -2.862 -4.575
H 1.268 -3.641 -3.047
H 2.787 -3.974 -6.616
H 4.275 -3.773 -5.665
H 3.804 -1.606 -6.524
H 2.070 -1.790 -6.323
H -2.513 -0.840 3.376
H -3.563 0.070 2.325
H -2.737 1.406 5.055
H -3.986 1.506 3.790
H -2.205 3.619 4.893
H -3.833 3.678 4.235
H -2.949 5.758 2.540
H -1.833 5.488 3.901
H -0.986 5.011 0.997
H -0.004 5.080 2.441
H 0.234 6.519 0.057
H 0.189 8.210 0.544
H 2.100 6.033 1.334
H 2.399 7.722 1.043
H 1.708 7.186 2.599
H -2.335 -3.428 0.225
H -2.687 -2.969 1.852
H -1.410 -4.978 -0.637
H 0.271 -6.062 -2.093
H 2.651 -6.059 -1.476
H 3.318 -5.029 0.688
H 1.655 -3.985 2.082
*
```

Values from the calculation:
Molar mass: 739.2 g/mol
E_tot: -86450.74514 eV

Mulliken atomic charge list, values in e, 2 entries:
1. C -1.08
2. C 0.07

# 5
# C29H47N3O12S2

A 3-piece molecular cluster, C29H47N3O12S2 overall at a distorted geometry (ωB97M-V/def2-TZVPD, the Open Molecules 2025 dataset).

```
! RIJCOSX wB97M-V def2-TZVPD def2/J DEFGRID3
* xyz 0 1
C -3.437 0.800 -5.411
C -3.131 0.790 -3.837
C -1.924 1.793 -3.535
C -0.561 0.997 -3.739
C 0.492 1.197 -2.531
C 1.927 1.271 -3.196
C 3.106 1.697 -2.216
C 2.956 1.195 -0.742
C 2.818 -0.223 -0.311
N 2.810 -1.292 -1.266
C 2.724 -0.552 1.148
C 2.770 0.510 2.225
C 2.905 1.924 1.803
N 2.988 3.002 2.815
C 4.207 3.335 2.815
O 5.273 3.783 2.708
C 2.989 2.224 0.345
O 3.131 3.593 -0.004
C 2.713 0.067 3.743
O 3.281 0.767 4.568
C 1.969 -1.265 4.069
O 1.307 -1.560 5.258
C 2.124 -1.321 6.427
C 1.456 -0.218 7.367
N 0.005 -0.512 7.568
C -0.558 0.283 8.679
C -0.660 1.807 8.211
C 0.495 2.668 8.909
O -1.924 2.429 8.493
C 1.930 -2.221 3.072
C 2.610 -2.030 1.677
O 3.046 -3.001 1.081
H -4.223 0.048 -5.705
H -2.502 0.539 -6.006
H -3.728 1.851 -5.712
H -4.065 1.010 -3.247
H -2.825 -0.278 -3.605
H -1.983 2.594 -4.338
H -2.007 2.318 -2.543
H -0.068 1.439 -4.667
H -0.708 -0.101 -3.990
H 0.194 2.116 -1.954
H 0.418 0.267 -1.880
H 2.125 0.286 -3.733
H 1.876 2.055 -4.016
H 3.200 2.824 -2.294
H 4.071 1.267 -2.620
H 2.640 -0.974 -2.222
H 3.658 -1.862 -1.237
H 2.392 4.023 0.477
H 2.107 -2.277 7.048
H 3.206 -1.111 6.213
H 1.573 0.826 6.953
H 1.948 -0.202 8.397
H -0.116 -1.513 7.789
H 0.004 0.161 9.662
H -1.627 -0.047 8.897
H -0.537 1.794 7.080
H 1.103 3.199 8.114
H 1.198 1.928 9.396
H 0.037 3.372 9.657
H -2.667 1.838 8.269
H 1.377 -3.178 3.268
O 2.891 -4.462 -6.107
S 3.406 -3.851 -4.916
O 3.300 -2.436 -4.689
O 4.939 -4.297 -4.723
C 5.864 -4.034 -5.785
C 6.223 -2.562 -5.872
C 2.739 -4.686 -3.510
H 5.468 -4.401 -6.735
H 6.765 -4.609 -5.567
H 5.357 -1.959 -6.152
H 7.000 -2.398 -6.621
H 6.575 -2.194 -4.906
H 2.841 -5.760 -3.654
H 1.687 -4.414 -3.436
H 3.271 -4.358 -2.618
O -6.209 0.568 -2.591
S -7.567 0.383 -3.017
O -8.209 1.311 -3.901
O -8.494 0.169 -1.720
C -8.486 1.177 -0.702
C -9.242 2.421 -1.133
C -7.740 -1.237 -3.696
H -7.460 1.418 -0.414
H -8.975 0.746 0.172
H -8.745 2.917 -1.968
H -9.306 3.136 -0.311
H -10.250 2.163 -1.463
H -7.284 -1.958 -3.020
H -7.228 -1.247 -4.657
H -8.799 -1.450 -3.838
*
```

Values from the calculation:
Energy above the lowest of the compared OMol25 structures with the same formula, charge and spin: 4.123 eV
Molar mass: 693.8 g/mol
Structure (SMILES): CCCCCCCc1c(N)c2c(c(N=C=O)c1O)C(=O)C(OCCNC[C@H](C)O)=CC2=O.CCOS(C)(=O)=O.CCOS(C)(=O)=O
E_tot: -81540.07354 eV

Mulliken atomic charge list, values in e, 2 entries:
1. C -1.12
2. C -0.02

Q: molar mass of number 2 (C29H46F2O10Si)?
A: 620.8 g/mol